No. 1
Molecular formula: H2N2O2
Method: DFT, ωB97M-V/def2-TZVPD

Geometry (Å):
O1 -0.261 -1.221 -1.801
O2 -1.443 -0.604 0.480
N1 -1.190 -1.920 -1.961
N2 -0.323 -0.266 -0.053
H1 0.461 -0.725 0.152
H2 -0.332 0.846 -0.157

Computed properties:
total energy = -260.97211 a.u.
HOMO-LUMO gap (alpha / beta) = 8.624 / 8.202 eV
lowest unoccupied orbital energy (alpha / beta) = -0.01 / -0.43 eV
energy above the lowest of the compared OMol25 structures with the same formula, charge and spin = 4.1667 eV

No. 2
Molecular formula: C22H31N3O4
Method: DFT, ωB97M-V/def2-TZVPD

Geometry (Å):
O1 -0.919 2.248 -0.401
O2 1.454 1.201 -2.055
O3 2.513 -0.221 0.579
O4 3.360 2.329 -1.698
N1 0.251 -0.130 0.637
N2 -2.161 -3.467 4.072
N3 -0.306 4.109 -1.492
C1 0.464 5.350 -1.539
C2 -1.389 -1.270 4.607
C3 -0.530 -1.282 3.521
C4 2.206 2.113 -1.442
C5 1.117 -0.550 -3.624
C6 1.932 5.099 -1.252
C7 1.523 1.928 0.941
C8 -1.333 -3.458 3.033
C9 -2.568 -1.886 0.283
C10 -2.190 -2.379 4.837
C11 0.376 -2.473 1.470
C12 -1.215 -2.849 -1.506
C13 1.433 2.819 -0.321
C14 -0.031 3.021 -0.727
C15 -1.250 -1.687 -0.498
C16 2.091 4.177 -0.052
C17 -0.506 -2.393 2.685
C18 0.068 -1.534 0.288
C19 -1.899 -4.006 -0.771
C20 1.478 0.421 0.694
C21 2.152 0.335 -2.977
C22 -3.044 -3.330 -0.005
H1 -2.443 -1.704 1.348
H2 1.603 -1.243 -4.310
H3 -3.309 -3.866 0.906
H4 2.418 4.650 -2.119
H5 -1.803 -2.581 -2.388
H6 0.335 5.799 -2.524
H7 0.731 2.226 1.629
H8 -1.325 -4.359 2.424
H9 1.408 -2.255 1.757
H10 2.423 6.055 -1.068
H11 1.628 4.620 0.836
H12 -0.206 -3.092 -1.843
H13 0.058 6.051 -0.801
H14 0.115 -0.437 3.318
H15 2.886 -0.233 -2.404
H16 -1.435 -0.418 5.273
H17 -2.249 -4.792 -1.441
H18 2.489 2.115 1.409
H19 0.867 -1.754 -0.430
H20 0.374 -3.498 1.093
H21 -3.311 -1.168 -0.064
H22 0.394 0.042 -4.185
H23 -2.876 -2.400 5.676
H24 -3.938 -3.306 -0.631
H25 2.682 0.951 -3.702
H26 -1.294 4.186 -1.691
H27 -1.197 -4.469 -0.074
H28 0.580 -1.128 -2.873
H29 -0.513 0.518 0.492
H30 -1.314 -0.754 -1.068
H31 3.145 4.011 0.167

Computed properties:
total energy = -1322.22581 a.u.
structure (SMILES) = CCOC(=O)[C@@]1(CC(=O)N[C@@H](Cc2cccnc2)C2CCCC2)CCCNC1=O
HOMO-LUMO gap = 9.590 eV
lowest unoccupied orbital energy = 0.54 eV
energy above the lowest of the compared OMol25 structures with the same formula, charge and spin = 0.6922 eV

No. 3
Molecular formula: C7H7N3OS
Method: DFT, ωB97M-V/def2-TZVPD

Geometry (Å):
S1 -0.971 2.050 1.237
O1 -0.429 2.371 -0.111
N1 -0.088 -1.644 2.050
N2 -0.186 -0.572 -0.227
N3 -0.283 -3.830 0.935
C1 0.997 -0.700 1.945
C2 2.242 -1.023 1.140
C3 -0.225 -0.362 1.165
C4 -0.239 -2.789 1.371
C5 -2.593 1.483 0.902
C6 2.098 -1.358 -0.177
C7 0.807 -1.110 -0.806
H1 0.956 -0.150 2.970
H2 -2.875 2.023 0.025
H3 -2.520 0.461 0.519
H4 -3.298 1.574 1.686
H5 2.778 -1.900 -0.748
H6 3.208 -1.059 1.705
H7 0.786 -1.388 -1.941

Computed properties:
total energy = -908.40654 a.u.
HOMO-LUMO gap (alpha / beta) = 7.388 / 7.389 eV
lowest unoccupied orbital energy (alpha / beta) = -1.32 / -1.32 eV
energy above the lowest of the compared OMol25 structures with the same formula, charge and spin = 6.2293 eV

No. 4
Molecular formula: C5H10N2S
Method: DFT, ωB97M-V/def2-TZVPD

Geometry (Å):
S1 -2.049 -0.669 -0.623
N1 2.336 2.011 -0.819
N2 1.154 -0.027 -0.742
C1 1.711 -0.277 0.612
C2 0.314 0.086 0.461
C3 1.427 1.248 -1.281
C4 -0.803 -0.866 0.639
C5 -1.346 -0.840 2.057
H1 2.492 0.395 0.953
H2 -0.623 -1.222 2.793
H3 2.096 -1.327 0.615
H4 -1.704 0.172 2.289
H5 -0.466 -1.852 0.377
H6 2.513 2.741 -1.512
H7 0.025 1.146 0.690
H8 -2.180 -1.492 2.197
H9 0.818 1.580 -2.182
H10 -2.437 0.578 -0.267

Computed properties:
total energy = -704.14863 a.u.
structure (SMILES) = [H]/N=C/N1C[C@@H]1[C@@H](C)S
HOMO-LUMO gap = 10.063 eV
lowest unoccupied orbital energy = 0.87 eV
energy above the lowest of the compared OMol25 structures with the same formula, charge and spin = 2.0456 eV